# 1
The following is a DFT calculation (ωB97M-V with the def2-TZVPD basis set) of C26H37N2O4P2Tb as an isolated structure at a distorted geometry.

Geometry as XYZ:
```
72
Properties=species:S:1:pos:R:3
Tb 0.288 1.001 -1.203
P 2.261 -1.086 -1.135
C 2.342 -1.573 -2.812
C 1.112 -1.646 -3.516
N -0.003 -0.967 -3.022
C -1.158 -1.279 -3.629
C -1.241 -2.236 -4.641
C -0.113 -2.779 -5.228
C 1.106 -2.379 -4.719
C -2.490 -0.728 -3.170
P -2.361 0.903 -2.287
H 2.070 -2.713 -5.126
H -2.239 -2.531 -4.947
H -0.173 -3.479 -6.036
H -3.190 -0.652 -4.011
H -2.966 -1.484 -2.536
H 2.712 1.417 -3.332
H 3.179 -1.356 -3.429
H 0.167 5.241 -2.299
O 1.743 1.483 -3.130
H 1.290 1.949 -3.892
H -0.245 2.165 1.762
O 0.037 4.252 -2.412
H -0.659 4.060 -1.743
C -2.753 2.067 -3.655
H -3.769 1.865 -4.024
H -2.710 3.119 -3.328
H -2.054 1.938 -4.494
C -3.918 0.970 -1.321
H -3.841 1.686 -0.488
H -4.745 1.289 -1.973
H -4.182 -0.009 -0.896
C 2.342 -2.848 -0.661
H 3.347 -3.193 -0.912
H 2.144 -2.998 0.385
H 1.651 -3.418 -1.274
C 3.977 -0.624 -0.703
H 3.982 -0.563 0.386
H 4.688 -1.399 -1.017
H 4.280 0.341 -1.123
C 3.486 1.230 3.154
C 2.618 -0.013 3.125
C 3.231 -1.220 2.790
C 2.471 -2.379 2.654
C 1.095 -2.327 2.857
C 0.464 -1.128 3.254
N -0.908 -1.246 3.527
C -1.924 -0.285 3.435
C -2.968 -0.234 4.382
C -3.803 0.891 4.449
C -3.669 1.940 3.536
C -2.708 1.851 2.540
C -1.937 0.679 2.391
C -1.041 0.573 1.274
O -0.570 1.834 0.835
O -0.744 -0.364 0.488
C 1.250 0.027 3.464
C 0.702 1.287 4.056
H 3.065 2.032 2.521
H 3.620 1.611 4.183
H 4.486 0.981 2.758
H 4.315 -1.215 2.614
H 2.972 -3.316 2.386
H 0.514 -3.238 2.727
H -1.202 -2.193 3.709
H -3.019 -0.986 5.178
H -4.574 0.955 5.217
H -4.275 2.845 3.648
H -2.597 2.658 1.807
H 0.366 1.978 3.263
H -0.117 1.134 4.771
H 1.493 1.832 4.595
```

Computed properties:
HOMO energy (spin up / spin down) (hartree): -0.4728 / -0.4256
Total charge: +2
Energy relative to the best compared isomer or geometry (same formula, charge and spin) (kcal per mole): 39.06
Lowest unoccupied orbital energy (spin up / spin down) (eV): -5.81 / -6.33
Expectation value of S²: 13.023
Orbital gap (spin up / spin down) (eV): 7.05 / 5.25
2S+1: 7

# 2
The following is a DFT calculation (ωB97M-V with the def2-TZVPD basis set) of a 3-piece molecular cluster, C26H37N6O4 overall at a distorted geometry.

Geometry as XYZ:
```
73
Properties=species:S:1:pos:R:3
C -3.226 -0.902 0.738
C -2.505 -0.719 -0.360
N -1.351 -0.845 -1.314
C -0.614 -2.122 -1.120
N -0.352 -3.125 -1.953
N -0.118 -2.067 0.274
C 0.489 -0.665 0.377
N 1.943 -0.958 0.172
C 2.304 -1.866 1.341
C 2.696 -3.415 1.204
O 2.264 -1.334 2.512
C 2.795 0.270 0.443
C 2.229 1.655 1.034
O 4.026 0.187 0.138
C -0.346 0.161 -0.738
C 0.409 0.903 -1.947
C -0.455 2.180 -2.522
C -0.918 3.211 -1.359
C -2.521 3.515 -1.506
C -3.372 3.020 -0.197
C -4.755 2.260 -0.609
O -5.263 1.613 0.595
C -6.448 0.844 0.331
O -7.451 1.277 -0.339
C -6.609 -0.657 0.936
C -6.790 -1.825 0.102
H -3.928 -0.746 1.645
H 0.425 -3.775 -1.730
H -0.839 -3.281 -2.864
H -0.764 -2.338 1.032
H 0.115 -0.295 1.398
H 3.330 -3.682 0.285
H 3.187 -3.811 2.183
H 1.690 -4.002 1.124
H 1.921 1.482 2.126
H 1.363 2.047 0.364
H 3.084 2.434 0.911
H -1.065 0.793 -0.072
H 0.480 0.167 -2.848
H 1.444 1.328 -1.693
H -1.296 1.860 -3.238
H 0.310 2.767 -3.179
H -0.406 4.248 -1.512
H -0.645 2.884 -0.291
H -2.671 4.658 -1.637
H -2.966 3.017 -2.446
H -2.745 2.319 0.470
H -3.628 3.987 0.398
H -5.507 3.069 -0.973
H -4.477 1.530 -1.460
H -6.548 -0.871 2.078
H -6.304 -1.888 -0.954
H -7.426 -2.724 0.453
N 2.305 -5.945 -1.125
C 2.811 -6.867 -0.246
C 3.543 -7.780 -0.966
C 3.482 -7.393 -2.328
C 2.714 -6.257 -2.397
H 1.725 -5.162 -0.875
H 2.606 -6.795 0.812
H 4.066 -8.633 -0.557
H 3.949 -7.891 -3.165
H 2.423 -5.644 -3.238
N 3.958 6.793 2.803
C 2.817 6.146 3.194
C 3.037 4.794 3.083
C 4.362 4.619 2.612
C 4.907 5.870 2.451
H 4.081 7.794 2.778
H 1.948 6.701 3.516
H 2.323 4.016 3.315
H 4.863 3.682 2.414
H 5.885 6.183 2.117
```

Computed properties:
HOMO energy (hartree): -0.3660
Total charge: +1
Lowest unoccupied orbital energy (eV): -5.27
Orbital gap (eV): 4.69
2S+1: 1

# 3
The following is a DFT calculation (ωB97M-V with the def2-TZVPD basis set) of C26H37N8ORhS3 as an isolated structure.

Geometry as XYZ:
```
76
Properties=species:S:1:pos:R:3
Rh -0.534 0.254 -0.760
C 3.715 3.187 0.465
N 2.924 1.961 0.519
C 3.382 0.961 1.479
C 1.749 1.850 -0.120
N 0.683 1.253 0.426
C 0.512 1.212 1.837
C 0.714 2.343 2.579
C 0.863 2.257 3.979
C 0.881 1.036 4.586
C 0.615 -0.146 3.846
C 0.681 -1.425 4.450
C 0.444 -2.547 3.710
C -0.018 -2.433 2.385
C -0.193 -1.203 1.803
N -0.971 -1.102 0.616
C -2.150 -1.764 0.559
N -2.829 -2.064 1.677
C -2.915 -1.111 2.781
C -3.377 -3.389 1.948
N -2.619 -2.145 -0.644
C -1.830 -1.883 -1.821
C -3.999 -2.567 -0.906
C 0.294 -0.042 2.472
N 1.645 2.347 -1.371
C 2.778 2.406 -2.293
C 0.337 2.468 -1.964
H 3.840 3.566 1.482
H 3.205 3.943 -0.125
H 4.704 3.002 0.043
H 3.199 1.270 2.509
H 4.456 0.835 1.337
H 2.890 0.010 1.290
H 0.827 3.297 2.079
H 1.025 3.159 4.554
H 1.085 0.950 5.645
H 0.948 -1.498 5.497
H 0.548 -3.528 4.153
H -0.322 -3.322 1.846
H -2.681 -0.112 2.423
H -2.256 -1.385 3.606
H -3.946 -1.112 3.135
H -3.108 -4.085 1.158
H -4.463 -3.362 2.054
H -2.951 -3.751 2.886
H -1.741 -0.782 -2.067
H -2.359 -2.258 -2.694
H -0.851 -2.343 -1.778
H -4.614 -2.439 -0.027
H -4.010 -3.613 -1.218
H -4.417 -1.953 -1.700
H 3.683 2.069 -1.799
H 2.927 3.428 -2.645
H 2.578 1.753 -3.141
H -0.357 3.005 -1.326
H -0.123 1.478 -2.269
H 0.410 2.974 -2.925
C -4.675 2.922 -2.475
O -3.514 2.695 -1.649
C -3.534 1.683 -0.797
S -4.742 0.612 -0.625
S -2.033 1.710 0.174
H -4.400 3.739 -3.132
H -5.521 3.198 -1.848
H -4.919 2.025 -3.038
S 1.353 -1.311 -1.186
C 2.235 -1.310 -2.638
N 3.314 -2.149 -2.691
C 4.073 -2.303 -3.795
C 3.763 -1.590 -4.913
C 2.657 -0.735 -4.814
N 1.921 -0.594 -3.725
H 3.523 -2.681 -1.856
H 4.897 -2.999 -3.724
H 4.338 -1.682 -5.821
H 2.356 -0.139 -5.670
```

Computed properties:
HOMO energy (hartree): -0.4639
Total charge: +2
Energy relative to the best compared isomer or geometry (same formula, charge and spin) (kcal per mole): 0.00
Lowest unoccupied orbital energy (eV): -6.16
Orbital gap (eV): 6.47
2S+1: 1

# 4
The following is a DFT calculation (ωB97M-V with the def2-TZVPD basis set) of C26H38BF8N14O17S4V2 as an isolated structure at a distorted geometry.

Geometry as XYZ:
```
110
Properties=species:S:1:pos:R:3
O 5.151 0.195 -3.424
V 4.120 0.198 -2.278
O 4.711 -0.300 -0.919
O -1.579 2.218 -3.865
V -1.555 1.663 -2.396
B 1.555 1.832 -4.053
F 1.560 3.206 -4.097
F 2.819 1.361 -3.638
F 0.617 1.408 -3.130
F 1.199 1.349 -5.303
N -0.575 0.664 -0.883
S -0.955 -0.355 0.214
O -1.448 0.174 1.471
O -0.100 -1.567 0.300
F -2.255 -1.045 -0.562
S 1.056 0.889 -0.244
O 2.139 0.479 -1.108
O 1.318 0.980 1.169
F 1.059 2.456 -0.564
N -3.424 2.114 -1.667
S -4.229 2.814 -0.529
O -5.139 1.988 0.233
O -4.358 4.242 -0.599
F -2.927 2.789 0.440
S -4.922 1.716 -2.417
O -5.586 2.746 -3.154
O -5.669 0.590 -1.905
F -4.126 1.058 -3.727
O 2.008 -3.531 -3.804
C 2.413 -2.266 -4.060
O 2.076 -1.733 -5.127
O 3.095 -1.615 -3.315
H 2.397 -3.644 -2.934
O -1.978 -0.432 -3.233
C -1.226 -1.032 -4.109
O -0.778 -2.135 -3.801
O -0.688 -0.438 -5.012
H -1.921 -1.244 -2.724
C 2.278 5.229 3.168
C 3.750 5.337 3.312
N 4.897 5.464 3.421
H 1.975 4.560 3.973
H 1.971 4.969 2.155
H 1.745 6.153 3.390
C -0.002 5.916 -3.306
C -0.591 4.908 -2.490
N -1.029 4.058 -1.803
H 0.879 6.347 -2.830
H -0.626 6.807 -3.243
H 0.093 5.684 -4.367
C 1.978 -3.890 3.992
C 1.437 -3.977 5.311
N 0.979 -4.117 6.389
H 2.875 -4.498 3.871
H 2.343 -2.884 3.785
H 1.229 -4.308 3.319
C 0.020 -7.007 -0.874
C -0.145 -5.742 -1.643
N -0.127 -4.723 -2.216
H -0.947 -7.490 -0.735
H 0.429 -6.841 0.123
H 0.780 -7.658 -1.305
C 4.251 1.823 1.944
C 4.533 0.441 2.416
N 4.730 -0.656 2.816
H 5.107 2.169 1.363
H 3.893 2.505 2.716
H 3.464 1.769 1.191
C -2.889 -3.883 -0.664
C -2.105 -4.043 0.615
N -1.460 -4.177 1.586
H -3.738 -3.226 -0.479
H -3.040 -4.912 -0.991
H -2.318 -3.329 -1.410
C -4.054 0.858 3.482
C -4.349 -0.066 2.395
N -4.590 -0.772 1.553
H -3.078 1.285 3.255
H -4.128 0.416 4.476
H -4.810 1.636 3.592
C 5.334 -3.485 0.466
C 4.387 -4.332 -0.296
N 3.645 -4.925 -0.911
H 6.285 -3.465 -0.067
H 5.423 -3.978 1.434
H 4.816 -2.528 0.523
C -0.858 -1.298 4.150
C -1.721 -1.178 5.356
N -2.431 -1.104 6.252
H -1.278 -2.020 3.449
H 0.074 -1.779 4.450
H -0.628 -0.306 3.762
C -6.816 -2.749 -0.957
C -6.474 -3.069 -2.357
N -6.184 -3.250 -3.471
H -7.534 -1.948 -1.134
H -5.983 -2.424 -0.332
H -7.152 -3.567 -0.320
C 3.197 4.963 -2.306
C 3.741 3.646 -1.909
N 4.192 2.642 -1.579
H 2.204 5.091 -1.875
H 3.184 4.900 -3.394
H 3.834 5.754 -1.912
C -0.195 2.368 4.368
C 1.068 1.601 4.632
N 2.025 1.019 4.696
H -0.174 3.455 4.445
H -0.930 1.866 4.997
H -0.509 2.175 3.342
```

Computed properties:
HOMO energy (spin up / spin down) (hartree): -0.0872 / -0.0680
Total charge: -2
Lowest unoccupied orbital energy (spin up / spin down) (eV): 2.77 / 2.14
Expectation value of S²: 0.927
Orbital gap (spin up / spin down) (eV): 5.15 / 3.99
2S+1: 2

# 5
The following is a DFT calculation (ωB97M-V with the def2-TZVPD basis set) of C26H38BrFeNOP2 as an isolated structure at a distorted geometry.

Geometry as XYZ:
```
70
Properties=species:S:1:pos:R:3
C 3.339 -8.673 -1.819
C 4.060 -7.461 -1.794
C 5.447 -7.522 -2.023
C 6.049 -8.765 -2.262
N 5.346 -9.900 -2.281
C 4.028 -9.870 -2.067
C 3.424 -6.187 -1.540
C 2.862 -5.124 -1.323
C 2.253 -3.919 -0.896
C 0.965 -3.576 -1.347
C 0.342 -2.416 -0.856
C 1.056 -1.684 0.088
C 2.350 -1.980 0.545
C 2.945 -3.132 0.039
Fe 1.077 0.132 -0.269
P 0.552 0.886 -2.257
H 6.066 -6.627 -2.019
H 2.264 -8.710 -1.653
H 7.126 -8.837 -2.441
H 3.499 -10.828 -2.094
H 3.934 -3.461 0.386
H 0.458 -4.233 -2.058
H 2.889 -1.367 1.261
H -0.637 -2.129 -1.241
C 0.187 2.671 -2.333
C 0.756 3.440 -3.528
H 0.569 3.083 -1.386
H -0.909 2.774 -2.297
H 0.429 4.486 -3.466
H 1.853 3.442 -3.543
H 0.395 3.046 -4.486
C 2.227 0.545 -2.911
C 2.291 -0.329 -4.160
H 2.768 0.039 -2.082
H 2.752 1.497 -3.075
H 3.344 -0.524 -4.401
H 1.798 -1.302 -4.025
H 1.846 0.171 -5.030
C -0.708 0.071 -3.291
C -1.050 0.754 -4.620
H -1.607 -0.013 -2.663
H -0.371 -0.960 -3.475
H -1.736 0.108 -5.184
H -1.553 1.718 -4.474
H -0.167 0.917 -5.251
Br 0.972 0.449 1.998
P 5.534 1.690 0.665
C 4.861 2.054 -1.005
C 5.339 3.421 -1.504
H 3.762 2.017 -0.959
H 5.214 1.255 -1.675
H 5.165 3.519 -2.581
H 4.808 4.240 -1.004
H 6.412 3.570 -1.327
C 4.133 2.001 1.799
C 4.618 2.365 3.205
H 3.507 1.100 1.836
H 3.524 2.810 1.372
H 3.785 2.742 3.807
H 5.032 1.491 3.720
H 5.396 3.137 3.188
C 5.746 -0.141 0.665
C 7.179 -0.533 0.279
H 5.016 -0.586 -0.028
H 5.524 -0.489 1.686
H 7.348 -1.587 0.518
H 7.360 -0.400 -0.794
H 7.928 0.057 0.821
O -1.958 -0.118 -0.042
C -0.805 0.062 -0.088
```

Computed properties:
HOMO energy (spin up / spin down) (hartree): -0.4861 / -0.4860
Total charge: +2
Energy relative to the best compared isomer or geometry (same formula, charge and spin) (kcal per mole): 0.00
Lowest unoccupied orbital energy (spin up / spin down) (eV): -7.41 / -9.48
Expectation value of S²: 6.277
Orbital gap (spin up / spin down) (eV): 5.82 / 3.74
2S+1: 5

# 6
The following is a DFT calculation (ωB97M-V with the def2-TZVPD basis set) of one molecule with the formula C26H38N4O4.

Geometry as XYZ:
```
72
Properties=species:S:1:pos:R:3
C 6.335 -2.210 1.536
C 7.682 -1.748 0.971
N 7.714 -0.450 0.325
C 7.314 0.678 1.146
C 8.273 0.885 2.317
C 7.243 -0.439 -1.045
C 5.768 -0.798 -1.268
O 5.423 -1.844 -1.778
N 4.916 0.168 -0.832
C 3.520 0.161 -0.791
C 2.735 -0.863 -1.296
C 1.357 -0.793 -1.211
C 0.732 0.302 -0.627
C -0.732 0.387 -0.540
C -1.398 1.586 -0.759
C -2.777 1.654 -0.685
C -3.521 0.524 -0.382
N -4.909 0.516 -0.297
C -5.785 1.546 -0.321
O -5.511 2.717 -0.471
C -7.226 1.052 -0.166
N -7.281 -0.224 0.521
C -7.084 -0.087 1.958
C -6.404 -1.322 2.541
C -8.439 -1.026 0.156
C -8.179 -1.795 -1.136
C -2.855 -0.697 -0.150
O -3.667 -1.762 0.160
C -3.071 -3.019 0.364
C -1.478 -0.754 -0.235
C 1.522 1.337 -0.120
C 2.899 1.275 -0.192
O 3.755 2.238 0.291
C 3.201 3.388 0.880
H 6.457 -3.190 1.992
H 5.589 -2.292 0.751
H 5.970 -1.525 2.298
H 8.023 -2.478 0.233
H 8.418 -1.728 1.780
H 7.359 1.569 0.512
H 6.288 0.591 1.540
H 8.151 0.113 3.072
H 9.300 0.868 1.962
H 8.077 1.849 2.782
H 7.439 0.552 -1.467
H 7.834 -1.173 -1.602
H 5.315 1.012 -0.445
H 3.215 -1.710 -1.757
H 0.762 -1.590 -1.630
H -0.839 2.472 -1.019
H -3.294 2.583 -0.861
H -5.335 -0.390 -0.111
H -7.625 0.934 -1.178
H -7.813 1.841 0.328
H -6.438 0.778 2.126
H -8.036 0.101 2.480
H -6.219 -1.175 3.602
H -7.023 -2.207 2.421
H -5.455 -1.495 2.040
H -8.624 -1.744 0.957
H -9.343 -0.406 0.051
H -9.028 -2.434 -1.367
H -7.292 -2.414 -1.024
H -8.021 -1.119 -1.972
H -2.532 -3.357 -0.527
H -2.388 -3.007 1.219
H -3.892 -3.704 0.569
H -0.955 -1.676 -0.042
H 1.034 2.174 0.352
H 4.048 4.006 1.173
H 2.578 3.941 0.170
H 2.610 3.140 1.767
```

Computed properties:
HOMO energy (hartree): -0.2777
Energy relative to the best compared isomer or geometry (same formula, charge and spin) (kcal per mole): 75.10
Lowest unoccupied orbital energy (eV): 0.64
Orbital gap (eV): 8.20
2S+1: 1
SMILES: CCN(CC)CC(=O)Nc1ccc(-c2ccc(NC(=O)CN(CC)CC)c(OC)c2)cc1OC

no.,electronic energy (a.u.)
1,-2930.05132
2,-1641.72230
3,-2830.83556
4,-7363.79942
5,-5663.18622
6,-1533.53557